(1)
Below is a structure of composition C26H43N3PdS2 at a distorted geometry, with properties calculated with ωB97M-V with the def2-TZVPD basis set.

CARTESIAN COORDINATES (ANGSTROEM)
Pd (-1.54985, 0.85446, -1.06181)
S (0.44624, 1.01637, -2.52548)
S (-3.06506, 2.40939, 0.07555)
C (1.04138, 2.71678, -2.82853)
C (-0.58453, 0.72599, -4.02015)
C (-1.86435, 1.53154, -4.04376)
N (-2.73580, 1.23661, -2.88481)
C (-3.75293, 2.28463, -2.64842)
C (-4.32738, 2.22432, -1.25070)
H (-0.78414, -0.34403, -4.01992)
H (0.01483, 0.94155, -4.90235)
H (-2.38710, 1.35491, -4.98746)
H (-1.62835, 2.59232, -4.01228)
H (-4.56526, 2.22085, -3.37722)
H (-3.27139, 3.24679, -2.80292)
H (-4.80317, 1.26573, -1.05215)
H (-5.08449, 2.99467, -1.11831)
C (-2.60861, 4.17033, -0.11061)
H (-3.22153, 0.36478, -3.07264)
H (-2.19579, 4.37976, -1.09148)
H (-1.85361, 4.37122, 0.64221)
H (-3.47580, 4.79528, 0.07962)
H (1.67201, 2.97483, -1.98416)
H (0.22433, 3.42750, -2.88982)
H (1.63627, 2.74160, -3.73650)
C (-4.18423, -4.04808, -2.21007)
C (-3.46024, -4.29254, -1.12926)
H (-3.79658, -4.21435, -3.20712)
H (-5.19697, -3.67089, -2.14611)
H (-2.44747, -4.66964, -1.19323)
H (-3.84789, -4.12627, -0.13221)
C (3.55576, 3.39416, 3.01293)
C (2.63302, 2.29797, 3.57790)
C (3.47537, 1.06047, 3.94542)
C (2.01917, 2.82762, 4.90877)
C (1.55783, 1.97746, 2.50400)
C (0.40603, 2.73699, 2.46902)
C (-0.57623, 2.49788, 1.54422)
N (-0.45551, 1.59935, 0.50110)
C (0.53955, 0.65993, 0.64987)
C (1.58558, 0.86916, 1.61912)
C (0.35505, -0.70572, -0.10047)
C (1.13590, -1.78905, 0.27524)
C (0.91442, -3.06304, -0.23116)
C (-0.09898, -3.21444, -1.21903)
C (-0.90200, -2.11190, -1.61043)
N (-0.67773, -0.90686, -1.02808)
C (1.75507, -4.21050, 0.38505)
C (1.38334, -5.58888, -0.18837)
C (3.26389, -3.96801, 0.14219)
C (1.50259, -4.26564, 1.91989)
H (4.34077, 3.67281, 3.74911)
H (2.97255, 4.31009, 2.76849)
H (4.05345, 3.04274, 2.08427)
H (4.22072, 1.31997, 4.72927)
H (2.81704, 0.25999, 4.34826)
H (4.04286, 0.67493, 3.07626)
H (1.52205, 3.81387, 4.79145)
H (1.28841, 2.10393, 5.32781)
H (2.81158, 3.00616, 5.66753)
H (0.20571, 3.51516, 3.19027)
H (-1.43946, 3.01250, 1.82174)
H (2.39922, 0.18152, 1.71088)
H (1.88737, -1.67103, 1.02804)
H (-0.30025, -4.17996, -1.65464)
H (-1.70141, -2.23230, -2.32543)
H (1.57599, -5.62603, -1.27968)
H (1.99205, -6.38361, 0.29807)
H (0.31350, -5.81534, 0.00968)
H (3.61199, -3.01472, 0.59435)
H (3.86987, -4.77786, 0.60465)
H (3.48486, -3.93624, -0.94432)
H (1.80743, -3.33251, 2.43995)
H (0.42495, -4.43129, 2.13565)
H (2.08408, -5.08617, 2.39329)

The LUMO energy (spin up / spin down) is -6.21 / -7.44 eV. For the total energy, the calculation gives -57264.32958 eV. Its multiplicity is 3. As for the net charge: +2. For the frontier orbital gap (spin up / spin down), the calculation gives 0.2688 / 0.2637 hartree.

Results of the Löwdin charge analysis, in e, for atoms 1 through 8:
1 Pd 0.79
2 S 0.95
3 S 0.88
4 C -0.29
5 C -0.38
6 C -0.24
7 N -0.16
8 C -0.25

(2)
Below is a structure of composition C26H43N4OS2Sn at a distorted geometry, with properties calculated with ωB97M-V with the def2-TZVPD basis set.

CARTESIAN COORDINATES (ANGSTROEM)
Sn (-1.48173, 3.00977, 2.54155)
C (0.71600, -3.73730, 3.46008)
N (0.53735, -3.70125, 2.03740)
C (1.37149, -4.69353, 1.43960)
C (-0.89638, -3.89011, 1.66170)
C (-1.74303, -2.70721, 2.21158)
N (-2.29798, -1.84549, 1.13246)
C (-2.51968, -0.48553, 1.59186)
C (-3.49123, -2.43768, 0.48469)
H (0.21916, -4.60857, 3.92877)
H (0.35684, -2.87358, 3.97367)
H (1.74811, -3.65098, 3.83955)
H (1.04848, -5.71682, 1.66383)
H (2.34166, -4.42608, 1.85659)
H (1.40572, -4.56877, 0.36873)
H (-1.27339, -4.87517, 2.07550)
H (-0.92244, -4.10480, 0.60421)
H (-1.09337, -1.99983, 2.80899)
H (-2.48824, -3.11832, 2.92799)
H (-3.31603, -0.45657, 2.28318)
H (-2.67191, 0.08861, 0.66270)
H (-1.61581, -0.24671, 2.11776)
H (-4.37388, -2.41251, 1.19943)
H (-3.43041, -3.49088, 0.28885)
H (-3.69704, -1.90089, -0.40794)
C (3.89558, 1.04971, -3.44290)
C (2.42130, 0.61145, -3.47073)
C (1.44746, 1.50715, -3.88211)
C (0.08197, 1.18881, -3.83345)
C (-0.28770, -0.08611, -3.48715)
C (0.65966, -1.04687, -3.11659)
C (1.97764, -0.71615, -3.05162)
S (-2.08286, -0.36111, -3.40981)
C (-2.17867, 0.01603, -1.64801)
O (-2.33842, -1.80724, -3.51043)
H (4.39368, 0.82053, -2.43732)
H (4.00170, 2.03402, -3.65626)
H (4.61149, 0.51099, -4.16634)
H (1.80553, 2.45499, -4.19790)
H (-0.64126, 1.96711, -4.13828)
H (0.35607, -2.09498, -2.89862)
H (2.72623, -1.45962, -2.77630)
H (-1.66802, -0.81986, -1.16038)
H (-3.26602, -0.09277, -1.36058)
H (-1.76147, 0.98826, -1.38920)
C (-2.29269, 3.60089, 0.93493)
C (-2.57986, 4.09264, -0.38583)
C (-1.53389, 4.68095, -1.18504)
C (-1.81792, 5.07117, -2.49435)
C (-3.08204, 4.87592, -3.06586)
C (-4.12138, 4.29547, -2.26332)
C (-3.90247, 4.00261, -0.91760)
H (-0.58770, 4.69519, -0.76374)
H (-1.00819, 5.57775, -3.12326)
H (-3.28255, 5.16751, -4.06441)
H (-5.05698, 4.04681, -2.77257)
H (-4.73449, 3.60204, -0.31566)
C (0.79881, 1.10231, -0.22443)
C (0.63122, -0.08284, 0.71045)
N (1.73801, -0.92436, 1.03113)
C (2.68670, -0.70574, 1.94845)
S (4.00173, -1.69248, 2.12133)
N (2.40455, 0.30684, 2.82832)
C (3.39265, 0.97712, 3.63901)
C (4.52344, 1.54252, 2.78254)
H (0.16681, 1.85750, 0.14196)
H (0.60547, 0.82609, -1.25040)
H (1.77535, 1.55633, -0.22575)
H (-0.10756, -0.70767, 0.20957)
H (0.22628, 0.19420, 1.64717)
H (1.79401, -1.75657, 0.50724)
H (1.71556, 0.92925, 2.43464)
H (3.81355, 0.30539, 4.35615)
H (2.93611, 1.71764, 4.24405)
H (4.97304, 0.76596, 2.20186)
H (5.29893, 1.94594, 3.41311)
H (4.03938, 2.31953, 2.18155)

The value obtained for the energy above the lowest of the compared OMol25 structures with the same formula, charge and spin is 15.1 kcal/mol. The LUMO energy (spin up / spin down) is 2.47 / 2.47 eV. For the total energy, the calculation gives -63165.15176 eV. As for the net charge: -1. For the frontier orbital gap (spin up / spin down), the calculation gives 0.2063 / 0.2063 hartree.

Results of the Löwdin charge analysis, in e, for atoms 1 through 8:
1 Sn 0.47
2 C -0.14
3 N -0.28
4 C -0.13
5 C -0.17
6 C -0.17
7 N -0.27
8 C -0.13